[1]
Density functional theory data (ωB97M-V/def2-TZVPD) for C53H49NP4PdS3 as an isolated structure in a non-equilibrium geometry.

Each line ends with the Löwdin charge.
Atoms and positions in Å:
Pd1 -0.661 -0.449 0.001  0.16
S1 1.657 -1.673 -1.916  0.21
P1 -0.232 -1.184 -2.373  0.32
C1 -0.988 0.333 -1.991  -0.56
P2 -2.522 0.553 -1.253  0.33
S2 -2.820 1.382 0.577  0.27
C2 -3.344 1.795 -2.371  -0.34
C3 -2.773 2.058 -3.613  -0.09
C4 -3.197 3.137 -4.378  -0.10
C5 -4.194 3.980 -3.908  -0.13
C6 -4.771 3.729 -2.669  -0.11
C7 -4.348 2.647 -1.911  -0.14
C8 -3.804 -0.776 -1.053  -0.38
C9 -3.540 -1.839 -0.182  -0.14
C10 -4.530 -2.739 0.162  -0.09
C11 -5.807 -2.610 -0.375  -0.12
C12 -6.070 -1.587 -1.269  -0.11
C13 -5.077 -0.674 -1.607  -0.10
C14 -1.175 -2.792 -2.437  -0.31
C15 -2.505 -2.862 -2.849  -0.12
C16 -3.135 -4.081 -3.048  -0.09
C17 -2.442 -5.266 -2.851  -0.12
C18 -1.123 -5.214 -2.427  -0.11
C19 -0.499 -3.991 -2.215  -0.12
C20 -0.136 -0.944 -4.247  -0.31
C21 1.074 -0.570 -4.832  -0.13
C22 1.139 -0.146 -6.154  -0.11
C23 -0.009 -0.076 -6.927  -0.13
C24 -1.222 -0.446 -6.362  -0.12
C25 -1.282 -0.864 -5.041  -0.11
H1 -1.979 1.413 -3.968  0.07
H2 -2.727 3.330 -5.337  0.09
H3 -4.504 4.838 -4.496  0.08
H4 -5.532 4.395 -2.278  0.09
H5 -4.769 2.461 -0.931  0.06
H6 -2.539 -1.950 0.234  0.06
H7 -4.311 -3.541 0.859  0.10
H8 -6.594 -3.301 -0.091  0.08
H9 -7.061 -1.487 -1.699  0.09
H10 -5.287 0.127 -2.306  0.09
H11 -3.063 -1.956 -3.010  0.08
H12 -4.172 -4.102 -3.364  0.10
H13 -2.926 -6.219 -3.036  0.08
H14 -0.565 -6.132 -2.274  0.09
H15 0.533 -3.945 -1.897  0.02
H16 1.971 -0.620 -4.230  0.03
H17 2.100 0.133 -6.574  0.09
H18 0.032 0.278 -7.951  0.08
H19 -2.135 -0.396 -6.947  0.09
H20 -2.245 -1.119 -4.621  0.08
C26 4.785 -0.327 5.462  -0.42
S3 6.017 -0.059 4.158  0.76
C27 4.893 0.293 2.772  -0.51
C28 4.142 -0.932 2.284  -0.24
C29 3.228 -0.631 1.089  -0.32
N1 1.982 0.091 1.455  -0.41
P3 1.584 1.124 0.043  0.98
C30 3.077 2.265 0.342  -0.34
C31 3.313 2.930 1.546  -0.11
C32 4.387 3.794 1.681  -0.10
C33 5.253 4.004 0.614  -0.12
C34 5.032 3.352 -0.588  -0.11
C35 3.943 2.496 -0.722  -0.11
C36 0.478 2.530 0.514  -0.39
C37 0.102 3.250 -0.623  -0.14
C38 -0.614 4.430 -0.518  -0.09
C39 -0.924 4.939 0.735  -0.12
C40 -0.537 4.244 1.869  -0.11
C41 0.148 3.042 1.764  -0.13
P4 0.590 -0.919 1.790  0.89
C42 -0.058 -0.121 3.309  -0.36
C43 -1.442 -0.103 3.462  -0.12
C44 -2.022 0.532 4.551  -0.08
C45 -1.222 1.169 5.488  -0.11
C46 0.160 1.151 5.346  -0.11
C47 0.740 0.503 4.267  -0.14
C48 1.378 -2.422 2.499  -0.33
C49 1.548 -2.663 3.863  -0.10
C50 2.120 -3.849 4.302  -0.10
C51 2.531 -4.810 3.390  -0.11
C52 2.354 -4.583 2.031  -0.08
C53 1.766 -3.409 1.590  -0.10
H21 5.329 -0.495 6.390  0.02
H22 4.175 -1.198 5.231  0.02
H23 4.161 0.561 5.553  0.03
H24 5.517 0.718 1.984  0.08
H25 4.203 1.066 3.105  0.05
H26 3.536 -1.335 3.094  0.07
H27 4.858 -1.702 1.983  0.11
H28 3.011 -1.559 0.560  0.04
H29 3.777 -0.013 0.376  0.09
H30 2.648 2.758 2.382  0.09
H31 4.558 4.305 2.623  0.09
H32 6.098 4.675 0.725  0.09
H33 5.711 3.506 -1.419  0.09
H34 3.759 1.976 -1.657  0.10
H35 0.356 2.853 -1.599  0.09
H36 -0.957 4.936 -1.414  0.10
H37 -1.483 5.864 0.826  0.09
H38 -0.777 4.633 2.854  0.09
H39 0.396 2.493 2.660  0.08
H40 -2.057 -0.552 2.692  0.05
H41 -3.100 0.556 4.649  0.10
H42 -1.673 1.691 6.324  0.09
H43 0.786 1.654 6.076  0.09
H44 1.819 0.498 4.142  0.09
H45 1.236 -1.924 4.587  0.09
H46 2.247 -4.023 5.365  0.09
H47 2.982 -5.732 3.736  0.09
H48 2.671 -5.330 1.313  0.10
H49 1.591 -3.236 0.530  0.06

Output
- 2S+1: 1
- Net charge: -2
- DFT total energy: -130388.77235 eV
- LUMO energy: 3.732 eV
- Molecular weight: 1026.50 g mol⁻¹
- Gap between HOMO and LUMO: 4.285 eV

***

[2]
Density functional theory data (ωB97M-V/def2-TZVPD) for C53H50BGeN8O2SSe4Ti as an isolated structure.

Each line ends with the Löwdin charge.
Atoms and positions in Å:
Ti1 0.231 0.071 -0.313  0.47
C1 1.404 5.465 -0.327  0.00
C2 0.634 4.276 0.135  -0.25
C3 -0.350 4.199 1.102  0.05
C4 -0.737 2.864 1.151  -0.24
N1 -0.028 2.156 0.246  -0.01
N2 0.805 3.048 -0.369  0.04
B1 1.731 2.602 -1.507  -0.53
N3 2.801 1.686 -0.912  0.01
N4 2.414 0.577 -0.220  0.01
C5 3.547 -0.086 0.084  -0.25
C6 4.644 0.605 -0.427  0.05
C7 4.134 1.724 -1.054  -0.26
C8 4.849 2.801 -1.796  0.01
C9 3.692 -1.336 0.855  -0.19
C10 4.381 -2.395 0.262  -0.04
C11 4.741 -3.506 1.008  -0.09
C12 4.430 -3.564 2.360  -0.09
C13 3.738 -2.518 2.950  -0.08
C14 3.360 -1.408 2.204  -0.07
N5 0.901 1.857 -2.575  0.06
N6 0.043 0.833 -2.268  -0.04
C15 -0.645 0.551 -3.395  -0.22
C16 -0.178 1.359 -4.426  0.05
C17 0.793 2.172 -3.875  -0.24
C18 1.604 3.226 -4.547  0.01
C19 -1.838 -0.317 -3.539  -0.20
C20 -1.917 -1.662 -3.193  -0.13
C21 -3.086 -2.378 -3.406  -0.11
C22 -4.198 -1.760 -3.960  -0.07
C23 -4.131 -0.420 -4.308  -0.06
C24 -2.959 0.292 -4.106  -0.03
C25 -1.804 2.361 2.035  -0.24
C26 -1.594 1.362 2.974  -0.09
C27 -2.612 1.001 3.844  -0.09
C28 -3.851 1.618 3.769  -0.07
C29 -4.071 2.611 2.823  -0.06
C30 -3.047 2.990 1.970  -0.04
H1 1.184 6.312 0.318  0.09
H2 2.478 5.282 -0.296  0.08
H3 1.138 5.735 -1.349  0.09
H4 -0.728 4.996 1.719  0.13
H5 2.247 3.544 -2.014  0.12
H6 5.680 0.333 -0.314  0.13
H7 5.911 2.763 -1.562  0.09
H8 4.742 2.669 -2.875  0.09
H9 4.470 3.789 -1.543  0.08
H10 4.642 -2.334 -0.788  0.12
H11 5.280 -4.318 0.538  0.11
H12 4.728 -4.421 2.950  0.11
H13 3.516 -2.551 4.009  0.11
H14 2.862 -0.572 2.677  0.07
H15 -0.517 1.354 -5.447  0.13
H16 1.315 3.284 -5.594  0.09
H17 1.454 4.203 -4.089  0.09
H18 2.669 2.994 -4.503  0.08
H19 -1.079 -2.156 -2.727  0.02
H20 -3.122 -3.425 -3.128  0.10
H21 -5.111 -2.318 -4.118  0.11
H22 -4.992 0.075 -4.737  0.11
H23 -2.917 1.341 -4.370  0.12
H24 -0.624 0.887 3.027  0.05
H25 -2.440 0.226 4.581  0.10
H26 -4.643 1.330 4.448  0.11
H27 -5.037 3.093 2.754  0.11
H28 -3.213 3.767 1.234  0.12
Se1 -2.229 0.122 -0.258  0.37
Se2 -2.831 -2.125 -0.108  0.17
Se3 -2.213 -2.311 2.110  0.19
Se4 0.056 -1.792 1.788  0.24
C31 0.961 0.504 5.154  0.00
C32 1.756 1.374 4.241  -0.40
N7 1.751 1.329 2.927  0.08
C33 2.646 2.295 2.516  -0.14
C34 3.182 2.931 3.590  -0.08
N8 2.607 2.332 4.686  0.10
H29 1.501 0.303 6.080  0.09
H30 0.759 -0.445 4.655  0.06
H31 0.006 0.965 5.408  0.08
H32 2.846 2.472 1.472  0.09
H33 3.904 3.723 3.680  0.11
H34 2.785 2.557 5.650  0.16
O1 2.974 -1.970 -7.840  0.13
C35 3.112 -1.017 -6.897  -0.48
O2 3.625 0.032 -7.166  0.13
C36 2.594 -1.329 -5.525  -0.13
C37 3.093 -0.567 -4.474  0.01
C38 2.625 -0.750 -3.188  -0.07
C39 1.625 -1.682 -2.930  -0.54
S1 0.907 -1.930 -1.326  0.68
C40 1.153 -2.477 -3.974  -0.09
C41 1.630 -2.296 -5.263  0.00
H35 2.664 -2.796 -7.448  0.10
H36 3.850 0.175 -4.690  0.13
H37 3.029 -0.153 -2.386  0.08
H38 0.384 -3.215 -3.787  0.09
H39 1.197 -2.891 -6.059  0.12
Ge1 0.682 -4.105 1.287  0.76
C42 -0.497 -4.925 -0.011  -0.37
C43 -0.037 -5.105 -1.315  -0.15
C44 -0.852 -5.674 -2.282  -0.08
C45 -2.143 -6.070 -1.956  -0.08
C46 -2.604 -5.920 -0.655  -0.08
C47 -1.782 -5.360 0.311  -0.18
C48 0.487 -4.939 3.023  -0.35
C49 0.733 -4.269 4.219  -0.14
C50 0.596 -4.919 5.436  -0.08
C51 0.213 -6.254 5.470  -0.07
C52 -0.035 -6.932 4.287  -0.07
C53 0.098 -6.277 3.070  -0.11
H40 2.093 -3.969 0.736  -0.01
H41 0.967 -4.795 -1.585  0.08
H42 -0.479 -5.820 -3.289  0.11
H43 -2.781 -6.513 -2.710  0.11
H44 -3.602 -6.246 -0.390  0.11
H45 -2.147 -5.260 1.327  0.08
H46 1.021 -3.225 4.210  0.06
H47 0.785 -4.387 6.359  0.11
H48 0.103 -6.761 6.420  0.11
H49 -0.335 -7.972 4.308  0.11
H50 -0.105 -6.823 2.156  0.10

Output
- 2S+1: 1
- Net charge: +1
- DFT total energy: -424319.69774 eV
- LUMO energy: -3.757 eV
- Molecular weight: 1310.23 g mol⁻¹
- Gap between HOMO and LUMO: 6.541 eV

***

[3]
Density functional theory data (ωB97M-V/def2-TZVPD) for C53H50N2O8P2PdS as an isolated structure in a non-equilibrium geometry.

Each line ends with the Löwdin charge.
Atoms and positions in Å:
C1 0.197 -1.098 5.918  -0.08
C2 1.561 -1.207 5.679  -0.06
C3 2.178 -0.352 4.758  -0.03
C4 1.407 0.584 4.118  -0.28
O1 2.038 1.431 3.115  -0.23
P1 2.707 0.564 1.889  0.85
O2 3.540 1.614 0.927  -0.22
C5 3.830 2.879 1.458  -0.31
C6 5.151 3.213 1.627  0.00
C7 5.456 4.416 2.274  -0.07
C8 4.441 5.246 2.728  -0.09
C9 3.113 4.893 2.517  -0.06
C10 2.802 3.687 1.878  -0.03
O3 3.753 -0.541 2.550  -0.20
C11 5.020 -0.728 1.908  -0.28
C12 6.068 -1.187 2.657  -0.01
C13 7.331 -1.272 2.057  -0.07
C14 7.510 -0.912 0.730  -0.09
C15 6.418 -0.490 -0.016  -0.05
C16 5.157 -0.400 0.583  -0.07
Pd1 0.832 0.317 0.621  0.57
P2 -1.304 0.289 1.337  0.84
O4 -1.805 -0.747 2.529  -0.21
C17 -3.078 -0.556 3.155  -0.30
C18 -3.754 -1.646 3.616  -0.02
C19 -5.021 -1.450 4.177  -0.06
C20 -5.563 -0.178 4.277  -0.08
C21 -4.840 0.912 3.817  -0.05
C22 -3.585 0.713 3.250  -0.04
O5 -1.662 1.871 1.684  -0.26
C23 -2.521 2.571 0.765  -0.29
C24 -3.540 3.320 1.281  -0.03
C25 -4.452 3.909 0.396  -0.06
C26 -4.304 3.747 -0.973  -0.08
C27 -3.234 3.008 -1.468  -0.04
C28 -2.330 2.411 -0.583  -0.03
O6 -2.196 -0.175 0.008  -0.24
C29 -3.117 -1.239 0.139  -0.30
C30 -4.440 -0.921 -0.009  0.01
C31 -5.392 -1.924 0.197  -0.06
C32 -5.002 -3.209 0.531  -0.09
C33 -3.651 -3.498 0.678  -0.07
C34 -2.693 -2.498 0.490  -0.03
C35 0.993 -1.674 -0.292  -0.11
C36 1.852 -2.713 0.279  -0.21
C37 1.331 -3.535 1.286  -0.02
C38 2.098 -4.565 1.809  -0.06
C39 3.394 -4.775 1.347  -0.06
C40 3.938 -3.921 0.393  -0.06
C41 3.171 -2.897 -0.148  -0.02
C42 1.426 -0.666 -1.179  -0.24
C43 0.488 0.302 -1.600  -0.01
C44 0.065 0.718 4.336  -0.03
C45 -0.552 -0.138 5.255  -0.06
H1 -0.289 -1.771 6.615  0.10
H2 2.149 -1.955 6.211  0.11
H3 3.238 -0.449 4.582  0.11
H4 5.945 2.555 1.292  0.12
H5 6.497 4.688 2.440  0.11
H6 4.682 6.157 3.264  0.10
H7 2.314 5.543 2.874  0.11
H8 1.762 3.413 1.743  0.11
H9 5.940 -1.469 3.693  0.12
H10 8.182 -1.617 2.639  0.11
H11 8.493 -0.954 0.274  0.11
H12 6.539 -0.228 -1.067  0.12
H13 4.329 -0.056 -0.023  0.09
H14 -3.342 -2.642 3.536  0.12
H15 -5.583 -2.305 4.545  0.11
H16 -6.539 -0.025 4.724  0.10
H17 -5.237 1.921 3.917  0.11
H18 -3.041 1.579 2.932  0.07
H19 -3.661 3.469 2.346  0.12
H20 -5.278 4.496 0.790  0.11
H21 -5.011 4.202 -1.658  0.11
H22 -3.095 2.897 -2.544  0.12
H23 -1.497 1.852 -0.992  0.09
H24 -4.745 0.086 -0.268  0.13
H25 -6.450 -1.683 0.104  0.11
H26 -5.743 -3.989 0.677  0.11
H27 -3.337 -4.507 0.948  0.11
H28 -1.646 -2.750 0.623  0.09
H29 -0.083 -1.796 -0.104  0.08
H30 0.330 -3.350 1.674  0.11
H31 1.688 -5.207 2.584  0.11
H32 3.979 -5.602 1.730  0.11
H33 4.969 -4.054 0.072  0.11
H34 3.608 -2.254 -0.907  0.11
H35 2.457 -0.591 -1.489  0.11
H36 -0.573 0.113 -1.466  0.05
H37 0.762 1.082 -2.307  0.07
H38 -0.523 1.444 3.783  0.10
H39 -1.622 -0.057 5.433  0.11
C46 -1.775 -2.645 -7.977  -0.09
C47 -2.443 -2.228 -6.695  -0.23
N1 -1.714 -1.057 -6.075  -0.01
C48 -0.612 -1.396 -5.265  -0.47
O7 -0.305 -2.592 -5.097  -0.02
C49 0.081 -0.338 -4.689  0.01
C50 -0.266 0.987 -4.904  -0.48
O8 0.327 1.956 -4.379  -0.05
N2 -1.353 1.218 -5.764  -0.01
C51 -1.640 2.669 -6.080  -0.24
C52 -0.855 3.098 -7.287  -0.09
C53 -2.094 0.231 -6.388  -0.71
S1 -3.354 0.572 -7.428  0.64
H40 -2.253 -3.540 -8.386  0.07
H41 -1.827 -1.850 -8.724  0.06
H42 -0.720 -2.877 -7.797  0.08
H43 -3.480 -1.925 -6.837  0.06
H44 -2.408 -3.020 -5.948  0.11
H45 0.916 -0.561 -4.059  0.09
H46 -2.717 2.759 -6.222  0.06
H47 -1.356 3.224 -5.187  0.10
H48 -1.009 4.163 -7.485  0.07
H49 0.216 2.930 -7.128  0.08
H50 -1.156 2.535 -8.174  0.06

Output
- 2S+1: 1
- DFT total energy: -108025.64254 eV
- LUMO energy: -2.019 eV
- Molecular weight: 1043.42 g mol⁻¹
- Gap between HOMO and LUMO: 4.270 eV

***

[4]
Density functional theory data (ωB97M-V/def2-TZVPD) for a 2-piece molecular cluster, C53H57N3O overall in a non-equilibrium geometry.

Each line ends with the Löwdin charge.
Atoms and positions in Å:
C1 -1.481 2.257 3.965  -0.06
C2 -2.049 3.045 2.787  -0.38
C3 -2.467 4.453 3.220  -0.06
C4 -3.188 2.279 2.109  -0.12
C5 -4.367 2.057 2.819  -0.04
C6 -5.441 1.399 2.227  -0.06
C7 -5.367 1.006 0.890  -0.03
C8 -4.208 1.230 0.151  -0.12
C9 -4.124 0.804 -1.312  -0.38
C10 -5.440 0.942 -2.085  -0.08
C11 -3.607 -0.625 -1.422  -0.06
C12 -3.088 1.803 0.788  -0.08
N1 -1.876 2.043 0.029  -0.03
N2 -1.792 3.156 -0.738  0.16
N3 -0.539 3.132 -1.242  -0.04
C13 -0.043 4.215 -2.071  -0.08
C14 0.698 5.248 -1.479  -0.12
C15 0.937 5.325 0.032  -0.38
C16 0.329 6.590 0.645  -0.06
C17 2.421 5.225 0.381  -0.06
C18 1.217 6.246 -2.303  -0.03
C19 0.997 6.218 -3.678  -0.05
C20 0.236 5.198 -4.243  -0.03
C21 -0.300 4.186 -3.447  -0.12
C22 -1.150 3.087 -4.093  -0.38
C23 -0.339 2.240 -5.073  -0.06
C24 -2.395 3.659 -4.776  -0.06
C25 0.134 1.991 -0.874  -0.21
C26 1.465 1.726 -1.396  0.01
C27 -0.702 1.245 -0.057  -0.26
C28 -0.537 0.003 0.525  0.01
H1 -1.138 1.274 3.622  0.08
H2 -0.631 2.789 4.409  0.08
H3 -2.244 2.110 4.742  0.08
H4 -1.259 3.148 2.037  0.11
H5 -2.820 5.028 2.355  0.08
H6 -3.271 4.421 3.969  0.08
H7 -1.608 4.979 3.655  0.08
H8 -4.438 2.418 3.850  0.11
H9 -6.356 1.225 2.795  0.11
H10 -6.224 0.523 0.412  0.11
H11 -3.396 1.484 -1.775  0.11
H12 -5.857 1.950 -1.981  0.09
H13 -5.250 0.761 -3.151  0.08
H14 -6.185 0.210 -1.745  0.07
H15 -2.645 -0.735 -0.907  0.05
H16 -4.327 -1.316 -0.957  0.09
H17 -3.480 -0.911 -2.474  0.08
H18 0.425 4.462 0.474  0.12
H19 -0.746 6.638 0.436  0.09
H20 0.469 6.585 1.733  0.08
H21 0.804 7.494 0.238  0.08
H22 2.858 4.305 -0.027  0.07
H23 2.977 6.083 -0.022  0.08
H24 2.546 5.212 1.471  0.08
H25 1.801 7.050 -1.851  0.12
H26 1.416 7.000 -4.311  0.11
H27 0.051 5.174 -5.319  0.12
H28 -1.489 2.439 -3.277  0.11
H29 0.536 1.796 -4.580  0.07
H30 -0.963 1.426 -5.466  0.08
H31 0.010 2.850 -5.919  0.08
H32 -3.001 4.216 -4.052  0.09
H33 -2.122 4.334 -5.599  0.08
H34 -3.006 2.844 -5.183  0.08
H35 1.816 0.765 -0.999  0.06
H36 1.470 1.651 -2.497  0.08
H37 2.190 2.508 -1.115  0.08
H38 0.435 -0.452 0.426  -0.01
H39 -1.357 -0.409 1.098  0.04
C29 4.348 -3.855 7.006  -0.09
C30 3.434 -2.953 6.448  -0.09
C31 3.057 -3.071 5.108  -0.04
C32 3.504 -4.148 4.309  -0.16
C33 3.011 -4.273 2.926  -0.07
C34 2.669 -3.177 2.171  0.03
C35 2.205 -3.268 0.815  -0.18
C36 2.054 -2.103 0.026  0.02
C37 1.716 -2.125 -1.374  -0.24
C38 0.538 -2.785 -1.818  -0.04
C39 0.211 -2.837 -3.169  -0.07
C40 1.042 -2.230 -4.120  -0.08
C41 2.202 -1.559 -3.704  -0.09
C42 2.518 -1.473 -2.353  -0.04
C43 1.933 -4.581 0.308  0.03
C44 2.181 -5.732 1.018  -0.07
C45 1.802 -7.054 0.482  -0.16
C46 0.645 -7.173 -0.324  -0.03
C47 0.243 -8.410 -0.833  -0.09
C48 1.026 -9.551 -0.620  -0.09
C49 2.190 -9.447 0.151  -0.08
C50 2.548 -8.226 0.725  -0.02
C51 2.820 -5.634 2.356  -0.26
O1 3.179 -6.652 2.971  0.05
C52 4.418 -5.051 4.894  -0.02
C53 4.854 -4.894 6.213  -0.08
H40 4.663 -3.751 8.045  0.10
H41 3.007 -2.151 7.053  0.10
H42 2.374 -2.342 4.669  0.10
H43 2.784 -2.178 2.599  0.12
H44 2.422 -1.172 0.457  0.12
H45 -0.122 -3.241 -1.076  0.12
H46 -0.697 -3.357 -3.482  0.11
H47 0.797 -2.293 -5.182  0.10
H48 2.861 -1.093 -4.442  0.11
H49 3.413 -0.939 -2.022  0.12
H50 1.531 -4.671 -0.700  0.10
H51 0.044 -6.281 -0.515  0.11
H52 -0.686 -8.478 -1.401  0.10
H53 0.730 -10.512 -1.042  0.10
H54 2.825 -10.319 0.320  0.10
H55 3.413 -8.175 1.383  0.10
H56 4.783 -5.895 4.314  0.11
H57 5.584 -5.597 6.620  0.10

Output
- 2S+1: 1
- DFT total energy: -62401.91688 eV
- LUMO energy: -1.089 eV
- Molecular weight: 752.06 g mol⁻¹
- Gap between HOMO and LUMO: 5.012 eV